The following is a quantum chemistry calculation of 19 unconnected molecules or ions with the total composition C28H101N7O19, from OMol25.

Values from the calculation:
F_max: 3.72 eV Å⁻¹
E_HOMO (alpha / beta): -10.45 / -10.45 eV
calculated total energy: -79995.0020 eV
⟨S²⟩: 0.75
frontier orbital gap (alpha / beta): 8.07 / 2.58 eV

Geometry as ORCA input:
```
! RIJCOSX wB97M-V def2-TZVPD def2/J DEFGRID3
* xyz 1 2
C 32.37485 -3.79192 -5.55204
C 32.95112 -2.73055 -4.57952
C 34.41124 -3.03457 -4.14761
O 34.38780 -4.00937 -3.20957
C 35.65899 -4.17182 -2.63678
N 32.86913 -1.44713 -5.26346
H 31.47026 -3.43116 -6.04158
H 32.27478 -4.72051 -4.99007
H 33.05541 -3.95567 -6.38759
H 32.27999 -2.73640 -3.72065
H 34.77132 -2.14752 -3.62647
H 35.05167 -3.21410 -5.01116
H 35.56425 -4.78789 -1.74258
H 35.98053 -3.20862 -2.24060
H 36.48038 -4.59772 -3.21301
H 33.38981 -0.84387 -4.64290
H 31.95618 -1.01521 -5.25616
C 39.55530 -2.73597 -10.52900
C 38.71447 -2.10649 -9.49092
C 37.25736 -2.55670 -9.45800
O 36.50042 -1.59070 -8.62912
C 35.23722 -2.03035 -8.12711
N 39.39072 -2.42390 -8.26173
H 39.28074 -2.35545 -11.51283
H 39.55414 -3.81613 -10.38287
H 40.61325 -2.47718 -10.48580
H 38.79409 -1.03145 -9.65244
H 37.28104 -3.54453 -8.99785
H 36.76678 -2.44445 -10.42488
H 35.40850 -2.58710 -7.20580
H 34.65378 -2.57635 -8.86844
H 34.55337 -1.22243 -7.86688
H 39.36074 -3.42545 -8.13489
H 38.79475 -2.17377 -7.48563
C 43.72031 -1.78663 -16.03972
C 43.19815 -0.41784 -16.45027
C 42.09477 -0.00474 -15.52891
O 42.50959 0.30705 -14.17392
C 41.44990 0.53658 -13.27672
N 44.29524 0.62436 -16.31375
H 43.76869 -1.93195 -14.96053
H 44.70703 -2.19826 -16.25198
H 43.09658 -2.56766 -16.47451
H 42.79140 -0.56697 -17.45049
H 41.29780 -0.74660 -15.47795
H 41.60063 0.87681 -15.93731
H 40.73519 1.30213 -13.57873
H 41.87459 0.93316 -12.35451
H 40.86105 -0.36256 -13.09532
H 45.16023 0.19422 -16.60851
H 44.50562 0.72789 -15.33135
C 35.02128 0.92771 -5.90195
C 34.88246 1.61184 -4.60425
C 34.77867 3.17551 -4.88238
O 34.84619 3.89537 -3.61841
C 35.04908 5.24836 -3.78683
N 33.64594 1.11541 -3.93069
H 35.14641 -0.15250 -5.82716
H 35.91323 1.31514 -6.39433
H 34.18208 1.16542 -6.55568
H 35.85257 1.57012 -4.10901
H 33.86851 3.41146 -5.43378
H 35.63690 3.46979 -5.48648
H 34.88267 5.69459 -2.80638
H 34.31363 5.83717 -4.33504
H 36.03756 5.46201 -4.19348
H 33.33910 1.84222 -3.30005
H 32.92237 1.22868 -4.62619
C 41.88882 -3.25396 -13.41500
C 42.77092 -4.44917 -13.03052
C 42.58574 -4.96060 -11.55355
O 42.85596 -3.91175 -10.59277
C 42.92512 -4.38226 -9.24731
N 42.47604 -5.50387 -13.99824
H 42.18459 -2.32355 -12.93025
H 40.86546 -3.36119 -13.05536
H 41.83367 -3.08997 -14.49118
H 43.79684 -4.14153 -13.23287
H 43.28876 -5.78322 -11.42243
H 41.59540 -5.37999 -11.37632
H 41.99888 -4.86547 -8.93636
H 43.06914 -3.48871 -8.63991
H 43.76557 -5.06736 -9.13607
H 42.74124 -5.21300 -14.92839
H 43.04030 -6.30147 -13.74224
C 34.40605 -6.72657 -5.95957
C 35.37574 -6.12458 -6.96574
C 36.72510 -6.83757 -7.02057
O 37.25932 -6.82254 -5.69611
C 38.40193 -7.66323 -5.60156
N 34.74204 -6.23014 -8.26081
H 34.48341 -7.81098 -6.03809
H 33.39257 -6.41870 -6.21685
H 34.60740 -6.44164 -4.92692
H 35.53664 -5.06438 -6.77037
H 37.42880 -6.45306 -7.75885
H 36.54303 -7.87317 -7.30777
H 38.08323 -8.70491 -5.56374
H 38.84497 -7.34746 -4.65705
H 39.13773 -7.63487 -6.40525
H 35.45293 -6.08685 -8.96380
H 34.00107 -5.54670 -8.32377
C 36.79358 -1.53636 -13.05906
C 37.32225 -0.82451 -14.36155
C 36.85745 -1.52766 -15.63190
O 37.85565 -1.32772 -16.65896
C 37.89993 -2.43188 -17.52988
N 36.76259 0.56471 -14.29269
H 35.75193 -1.84491 -12.97041
H 37.06180 -1.03411 -12.12960
H 37.33740 -2.48056 -13.02979
H 38.40659 -0.75004 -14.27928
H 35.87639 -1.18931 -15.96525
H 36.54585 -2.55650 -15.45159
H 38.08976 -3.41710 -17.10396
H 38.71173 -2.33435 -18.25071
H 36.89809 -2.50241 -17.95349
H 36.97676 1.10457 -15.11899
H 35.76465 0.41237 -14.26102
O 38.46258 1.35690 -8.24563
H 39.25902 1.29193 -8.77260
H 37.77270 1.00665 -8.80919
O 41.76986 -0.85121 -8.97658
H 41.31985 -0.04566 -9.23118
H 41.07325 -1.50422 -8.90915
O 34.14184 -3.92849 -10.75776
H 33.69744 -3.10460 -10.95757
H 33.62008 -4.31870 -10.05653
O 31.87392 -1.98130 -7.94356
H 32.34245 -1.77681 -7.13430
H 31.03620 -1.52629 -7.85738
O 38.84142 -4.62279 -5.90702
H 38.25557 -5.35459 -5.71342
H 39.71630 -5.01108 -5.91378
O 38.46839 -0.29292 -5.95034
H 38.72528 0.28800 -5.23425
H 38.36085 0.28777 -6.70364
O 32.30585 -4.68377 -8.85223
H 32.06578 -3.76786 -8.71185
H 31.47886 -5.11986 -9.05754
O 36.39034 -5.20497 -10.86438
H 36.22615 -5.57999 -11.72962
H 35.62597 -4.65516 -10.69214
O 32.66039 -1.65295 -10.64743
H 33.02431 -0.80336 -10.89639
H 32.40295 -1.54478 -9.73187
O 40.52020 1.40164 -9.97265
H 41.30429 1.80939 -10.34031
H 39.82245 1.62436 -10.58891
O 37.67175 -2.50984 -4.55505
H 37.97961 -3.18515 -5.15955
H 37.93183 -1.68463 -4.96446
O 35.91326 0.98715 -9.54163
H 35.22305 1.07362 -10.19918
H 35.71950 0.16169 -9.09745
*
```

=====

The following is a quantum chemistry calculation of a molecular structure, C38H68BF5N4O31P, from OMol25.

Values from the calculation:
F_max: 11.86 eV Å⁻¹
E_HOMO: -5.33 eV
calculated total energy: -133454.7858 eV
frontier orbital gap: 6.30 eV

Geometry as ORCA input:
```
! RIJCOSX wB97M-V def2-TZVPD def2/J DEFGRID3
* xyz -1 1
O 0.50924 -1.61449 1.60219
C -0.21701 -0.97053 0.84684
O 0.11950 -0.50910 -0.34390
B -0.99469 0.29187 -0.98526
O -2.02941 0.27704 0.03112
C -1.67088 -0.37169 1.14964
O -2.30217 -0.53573 2.22052
O -1.31162 -0.27319 -2.32724
C -1.09015 0.58351 -3.31840
O -1.11111 0.42165 -4.56311
C -0.55881 1.85432 -2.57095
O -0.54223 1.65413 -1.28136
O -0.23000 2.90582 -3.16057
C 0.93613 2.07970 2.85922
C -0.50507 1.63173 2.59047
C -1.40153 1.85367 3.85315
O -0.98099 1.02716 4.93860
C -1.79636 -0.16552 5.00857
N -1.05617 2.41529 1.45280
H 0.99526 3.15904 2.99932
H 1.56666 1.74397 2.03593
H 1.31387 1.67985 3.80024
H -0.59586 0.55915 2.41892
H -2.47183 1.72125 3.69494
H -1.27542 2.87271 4.21886
H -1.47778 -0.87713 5.77030
H -1.84257 -0.58445 4.00335
H -2.83246 0.05702 5.26369
H -1.89677 1.97084 1.11227
H -0.47215 2.42411 0.62882
C 2.37266 0.43243 0.34943
C 2.26078 1.98874 0.06144
C 2.90642 2.37120 -1.26321
O 2.75853 3.73185 -1.51107
C 3.62460 4.58490 -0.87710
N 0.88977 2.36950 0.12314
H 1.75078 -0.23017 -0.25251
H 1.94369 0.39816 1.35088
H 3.40225 0.08787 0.44596
H 2.80808 2.60974 0.77060
H 2.40590 1.91618 -2.11792
H 3.94112 2.02996 -1.29562
H 4.66318 4.34820 -1.10821
H 3.54646 4.66533 0.20711
H 3.39674 5.62161 -1.12493
H 0.98884 3.25152 -0.35888
H 0.27123 1.93374 -0.54590
C -1.46855 3.95576 -1.80262
C -1.29274 4.92466 -0.63922
C -0.12924 4.54658 0.34271
O -0.09818 5.47451 1.43839
C 0.75970 5.05904 2.53879
N -0.96599 6.19255 -1.19926
H -2.39194 4.26036 -2.29523
H -1.66918 2.93736 -1.46986
H -0.60105 3.94928 -2.46256
H -2.24154 5.00929 -0.10939
H 0.83137 4.56151 -0.17217
H -0.45178 3.58241 0.73570
H 0.61857 5.71047 3.40124
H 1.76635 4.88670 2.15791
H 0.42439 4.10527 2.94620
H -0.18963 6.12286 -1.84154
H -0.62533 6.77892 -0.45078
C 1.84816 -0.41109 -5.07725
C 1.55615 -1.14507 -3.76214
C 1.70583 -0.16607 -2.49966
O 2.96235 0.55830 -2.39899
C 4.12530 -0.26443 -2.25701
N 0.22855 -1.71842 -3.89599
H 1.96436 -1.11723 -5.89942
H 2.76442 0.17778 -5.11970
H 0.98953 0.19616 -5.36378
H 2.23451 -1.99061 -3.64816
H 1.61800 -0.84954 -1.65512
H 0.85685 0.51476 -2.56142
H 4.17692 -0.88263 -3.15325
H 4.17246 -0.95128 -1.41195
H 4.98340 0.40758 -2.27020
H 0.26745 -2.37218 -4.66487
H -0.43637 -0.99894 -4.14165
C -0.45360 -2.63839 6.27696
O 0.31787 -2.99453 5.12801
P 1.81997 -2.37139 4.99039
O 2.13940 -1.22824 5.85355
O 2.88272 -3.66556 4.96754
C 4.16434 -3.46845 4.52873
O 1.78557 -1.95490 3.38633
C 1.18740 -0.70091 3.08334
H 0.11543 -2.01212 6.96405
H -0.78222 -3.49934 6.85908
H -1.41166 -2.18266 6.02694
H 4.50318 -2.43425 4.58989
H 4.39753 -3.74249 3.49984
H 4.78386 -4.05265 5.20918
H 0.54853 -0.74068 2.20109
H 1.80860 0.18614 2.95944
H 0.50957 -0.39316 3.87953
C -4.06713 0.57247 -1.20113
C -4.13769 2.10328 -1.40182
O -4.64540 2.17374 -2.74312
C -4.31163 1.05464 -3.32544
O -4.58975 0.68751 -4.48679
O -3.63386 0.28224 -2.45920
F -3.00878 2.84464 -1.31536
H -4.98442 0.03135 -0.96904
H -3.27948 0.39132 -0.46977
H -4.89136 2.58800 -0.78123
C -3.74440 -2.34784 -4.96095
C -2.82613 -1.23044 -4.64635
O -2.04928 -1.18302 -5.80428
C -2.00907 -2.33012 -6.41006
O -1.22268 -2.67403 -7.29199
O -2.92249 -3.07044 -5.84363
F -1.97493 -1.40826 -3.59023
H -4.74215 -2.11489 -5.33288
H -3.94331 -2.83645 -4.00713
H -3.30099 -0.25517 -4.53933
C -0.55680 -3.04455 2.54012
C -1.27998 -4.31832 2.80403
O -1.91927 -3.99419 3.99223
C -2.21401 -2.64886 3.95732
O -2.82846 -2.00558 4.81733
O -1.42314 -2.09850 3.02760
F -0.33054 -5.19791 3.10051
H -0.19325 -2.84486 1.53213
H 0.34772 -2.98870 3.14576
H -1.93908 -4.58625 1.97825
C -0.84731 -2.70664 -2.22830
C -2.21531 -2.39707 -1.68424
O -2.06405 -2.76963 -0.34418
C -1.11186 -3.62938 -0.18401
O -0.90858 -4.24816 0.88665
O -0.37196 -3.71566 -1.30168
F -3.01329 -3.27636 -2.29298
H -0.22640 -1.82498 -2.06942
H -0.83577 -2.94448 -3.29196
H -2.56411 -1.39465 -1.93244
C 1.60264 -3.60882 0.49043
C 1.78502 -2.48896 -0.55759
O 2.48886 -3.08023 -1.58744
C 3.17820 -4.07310 -1.08671
O 4.02081 -4.68749 -1.67482
O 2.83596 -4.27012 0.23122
F 2.47901 -1.44031 -0.12637
H 0.74727 -4.25949 0.30863
H 1.54434 -3.08553 1.44482
H 0.78004 -2.19351 -0.85895
*
```

=====

The following is a quantum chemistry calculation of a molecular structure, C33H43DyFN7O4P2, from OMol25.

Values from the calculation:
F_max: 1.69 eV Å⁻¹
E_HOMO (alpha / beta): -17.86 / -17.86 eV
calculated total energy: -98883.2131 eV
⟨S²⟩: 9.33
frontier orbital gap (alpha / beta): 6.62 / 6.65 eV

Geometry as ORCA input:
```
! RIJCOSX wB97M-V def2-TZVPD def2/J DEFGRID3
* xyz 4 6
Dy 1.43455 -1.31822 2.12477
C 1.32089 4.67726 -3.79200
C 1.04702 3.20858 -4.02951
N 0.72964 2.49057 -2.75761
C 1.70738 1.82937 -2.15981
C 1.55467 1.18204 -0.93654
C 2.73446 0.44254 -0.39882
O 3.65615 0.09399 -1.07792
O 2.67264 0.18090 0.91853
C 0.30189 1.18482 -0.32269
O 0.11060 0.61411 0.85194
C -0.77142 1.85941 -0.97906
C -2.06279 1.90614 -0.41592
C -3.04272 2.61835 -1.03007
F -4.23733 2.69865 -0.43840
C -2.84553 3.32665 -2.25331
C -1.57476 3.26795 -2.81114
C -0.53911 2.55005 -2.18707
N -3.86464 4.05125 -2.84538
C -5.28131 3.80002 -2.62186
C -6.05602 3.96911 -3.91893
N -5.81408 5.34199 -4.49393
C -4.34210 5.58854 -4.70600
C -3.61931 5.37829 -3.38818
H 1.54217 5.15226 -4.74690
H 2.18440 4.81913 -3.14435
H 0.47447 5.19546 -3.34342
H 1.91756 2.69913 -4.43862
H 0.22615 3.01403 -4.71786
H 2.66338 1.81359 -2.66727
H -2.28340 1.41979 0.52279
H -1.39196 3.75771 -3.75239
H -5.68321 4.46823 -1.84967
H -5.44438 2.77960 -2.28480
H -7.12894 3.86718 -3.76048
H -5.73069 3.26610 -4.68579
H -6.20092 6.05678 -3.86906
H -6.31669 5.44116 -5.38018
H -4.22929 6.60552 -5.07877
H -4.03014 4.87765 -5.47127
H -3.95814 6.13682 -2.66685
H -2.55752 5.55474 -3.53728
C -0.56038 -3.31881 -2.88748
C -1.56801 -3.85370 -2.09206
C -1.58836 -3.62386 -0.72624
C -0.57317 -2.84409 -0.17548
C 0.43068 -2.29311 -0.96576
C 0.44367 -2.53436 -2.33123
N -0.49299 -2.58768 1.22648
N -1.29651 -3.19566 1.95635
C -1.15174 -2.87109 3.35192
C -1.93728 -3.61377 4.21214
C -1.85521 -3.31575 5.57096
C -1.00319 -2.30301 5.98459
C -0.23858 -1.63115 5.04041
N -0.29188 -1.90579 3.72783
H -0.55857 -3.52446 -3.94906
H -2.34047 -4.46258 -2.53982
H -2.36690 -4.04622 -0.10903
H 1.23756 -1.69200 -0.54741
H 1.23468 -2.13182 -2.94789
H -2.59393 -4.37892 3.82660
H -2.45262 -3.85940 6.28990
H -0.92378 -2.02898 7.02683
H 0.43720 -0.84142 5.34953
C 3.33923 -4.15942 -0.22224
P 2.86426 -3.80640 1.48807
C 1.98867 -5.27541 2.09511
C 4.45145 -3.76001 2.39704
C 4.29733 -3.31586 3.84830
P 3.65501 -1.60997 4.01102
C 5.01446 -0.52869 3.49267
C 3.45233 -1.37595 5.79721
H 3.97784 -5.04478 -0.25382
H 3.89163 -3.31546 -0.63780
H 2.45738 -4.34431 -0.83392
H 2.61418 -6.16586 2.00206
H 1.08198 -5.43109 1.50867
H 1.70877 -5.16050 3.14308
H 5.11736 -3.08864 1.84646
H 4.91512 -4.75006 2.34894
H 5.25860 -3.37519 4.36817
H 3.61866 -3.97711 4.39644
H 5.92256 -0.75394 4.05660
H 4.75672 0.51756 3.66187
H 5.21925 -0.65384 2.42811
H 4.39066 -1.58698 6.31536
H 2.69331 -2.05639 6.18354
H 3.16661 -0.34925 6.02822
O 1.41214 0.92028 2.88910
N 1.47269 1.43763 1.89068
*
```

=====

F_max of number 1 (C28H101N7O19)? 3.72 eV Å⁻¹

=====

Among the records above, which one has the highest calculated total energy? C28H101N7O19

=====

Which of these has the lowest F_max? C33H43DyFN7O4P2

=====

F_max of number 2 (C38H68BF5N4O31P)? 11.86 eV Å⁻¹